The following is a DFT calculation (the ωB97M-V functional and the def2-TZVPD basis) of a molecular structure, C25H24AsBrN2O9S2Sn.

```
65
Properties=species:S:1:pos:R:3
Sn -0.755 -0.239 0.078
N 0.488 -0.632 2.333
C 0.471 0.164 3.516
C -0.366 -0.255 4.545
C -0.415 0.415 5.752
C 0.388 1.528 5.951
C 1.197 1.965 4.919
C 1.246 1.313 3.685
C 2.137 1.943 2.664
C 3.487 2.106 2.989
C 4.368 2.807 2.181
C 3.907 3.409 1.020
C 2.578 3.262 0.665
C 1.723 2.528 1.469
H -0.047 -1.484 2.467
H 1.417 -0.862 1.999
H -0.995 -1.123 4.382
H -1.065 0.059 6.540
H 0.371 2.061 6.892
H 1.805 2.851 5.055
H 3.846 1.648 3.902
H 5.408 2.889 2.464
H 4.575 3.978 0.388
H 2.184 3.690 -0.247
O -3.465 -3.164 0.913
As -3.838 -1.540 0.321
O -2.833 -1.613 -1.311
O -2.631 -0.573 1.045
C -2.829 -2.798 -1.969
C -3.885 -3.175 -2.788
C -3.862 -4.405 -3.430
C -2.802 -5.283 -3.251
C -1.743 -4.919 -2.434
C -1.757 -3.684 -1.806
S -0.333 -3.132 -0.930
O 0.093 -1.918 -1.643
O 0.626 -4.201 -0.917
O -0.746 -2.680 0.443
H -2.496 -3.245 0.997
H -4.721 -2.496 -2.903
H -4.691 -4.685 -4.068
H -2.800 -6.244 -3.748
H -0.901 -5.576 -2.261
C -0.210 0.506 -5.771
C 0.641 0.337 -4.542
C 1.794 -0.446 -4.551
C 2.500 -0.662 -3.384
C 2.013 -0.051 -2.242
Br 2.876 -0.376 -0.566
N 0.968 0.732 -2.201
C 0.278 0.901 -3.332
H 0.404 0.570 -6.669
H -0.827 1.400 -5.704
H -0.875 -0.352 -5.884
H 2.128 -0.905 -5.474
H 3.365 -1.307 -3.347
H -0.625 1.498 -3.246
C -0.799 4.600 1.471
S -0.979 2.859 1.357
O -1.779 2.574 0.204
O -1.329 2.320 2.628
O 0.457 2.321 0.913
H -1.794 4.991 1.671
H -0.430 4.966 0.515
H -0.115 4.838 2.283
```

Computed properties:
Multiplicity: 1
Energy above the lowest of the compared OMol25 structures with the same formula, charge and spin, kcal/mol: 15.68
HOMO, Ha: -0.29652
Total energy, eV: -206107.509
Lowest unoccupied orbital energy, Ha: 0.009

Partial atomic charges computed with the natural (NBO) method, in multiples of e: 1.5287, -0.8836, 0.1547, -0.2208, -0.1827, -0.2315, -0.1889, -0.0187, -0.1054, -0.1777, -0.2095, -0.2107, -0.1837, 0.2595, 0.4143, 0.4058, 0.2184, 0.2190, 0.2171, 0.2123, 0.2243, 0.2219, 0.2220, 0.2248, -1.0592, 1.7476, -0.8498, -1.3613, 0.3221, -0.2754, -0.1737, -0.2483, -0.1704, -0.3515, 2.4165, -1.0470, -0.9507, -1.1038, 0.5108, 0.2231, 0.2134, 0.2162, 0.2431, -0.6310, -0.0450, -0.1522, -0.2520, 0.1873, 0.0493, -0.4721, 0.0485, 0.2187, 0.2199, 0.2306, 0.2184, 0.2367, 0.1979, -0.8965, 2.3978, -0.9166, -0.8972, -0.7311, 0.2688, 0.2540, 0.2545

The following is a DFT calculation (the ωB97M-V functional and the def2-TZVPD basis) of C16H25NO4 in the gas phase.

```
46
Properties=species:S:1:pos:R:3
C 4.615 2.011 4.290
H 3.720 2.540 4.635
O 4.303 0.732 3.798
C 3.471 0.633 2.721
C 3.214 -0.661 2.267
C 2.384 -0.870 1.187
C 1.782 0.198 0.526
C 2.058 1.481 0.975
C 2.890 1.707 2.059
H 3.079 2.723 2.371
H 1.630 2.332 0.464
C 0.820 -0.041 -0.613
N -0.586 -0.047 -0.231
C -1.098 1.237 0.188
H -0.715 1.556 1.176
H -0.761 1.973 -0.550
C -2.638 1.289 0.278
H -2.969 0.850 1.223
H -2.932 2.352 0.276
O -3.369 0.583 -0.690
C -3.357 1.075 -2.008
H -3.258 2.169 -2.019
H -4.327 0.796 -2.430
C -2.262 0.457 -2.885
H -1.282 0.620 -2.428
H -2.284 0.938 -3.877
O -2.513 -0.924 -3.000
C -1.398 -1.727 -3.322
H -1.436 -1.994 -4.390
C -1.402 -3.014 -2.481
O -0.879 -2.842 -1.189
C -1.749 -2.205 -0.259
C -0.970 -1.189 0.583
H -1.606 -0.874 1.412
H -0.090 -1.680 1.006
H -2.557 -1.686 -0.777
H -2.177 -2.974 0.401
H -2.425 -3.409 -2.445
H -0.749 -3.750 -2.961
H -0.463 -1.191 -3.129
H 0.957 0.736 -1.374
H 1.021 -1.014 -1.067
H 2.215 -1.879 0.838
H 3.683 -1.486 2.779
H 5.283 1.848 5.134
H 5.128 2.619 3.536
```

Computed properties:
Multiplicity: 1
Energy above the lowest of the compared OMol25 structures with the same formula, charge and spin, kcal/mol: 86.95
HOMO, Ha: -0.29975
Total energy, eV: -26675.668
Lowest unoccupied orbital energy, Ha: 0.029

Partial atomic charges computed with the natural (NBO) method, in multiples of e: -0.2514, 0.1747, -0.4934, 0.2841, -0.2071, -0.2013, -0.0998, -0.1294, -0.3271, 0.2169, 0.1986, -0.2333, -0.4665, -0.2438, 0.1803, 0.1879, -0.0644, 0.1859, 0.1679, -0.5339, -0.0777, 0.1648, 0.1951, -0.0858, 0.1852, 0.1630, -0.5527, -0.0865, 0.1697, -0.0739, -0.5548, -0.0820, -0.2408, 0.1962, 0.1993, 0.2157, 0.1605, 0.1750, 0.1871, 0.1778, 0.1952, 0.2196, 0.2135, 0.2164, 0.2003, 0.1751

The following is a DFT calculation (the ωB97M-V functional and the def2-TZVPD basis) of 2 unconnected molecules or ions with the total composition C2H6NO2.

```
11
Properties=species:S:1:pos:R:3
C 0.108 -2.246 -1.255
C 0.561 1.521 0.297
N -0.757 0.837 0.524
O -0.476 -1.331 -0.764
O 0.992 2.036 1.413
H -0.150 -3.246 -1.076
H 1.066 -2.207 -1.869
H -1.293 1.404 -0.176
H -1.213 0.859 1.511
H -0.693 -0.189 -0.001
H 1.854 2.562 1.396
```

Computed properties:
Multiplicity: 1
Energy above the lowest of the compared OMol25 structures with the same formula, charge and spin, kcal/mol: 91.69
Net charge: +1
HOMO, Ha: -0.53516
Total energy, eV: -7745.929
Lowest unoccupied orbital energy, Ha: -0.152

Partial atomic charges computed with the natural (NBO) method, in multiples of e: 0.4041, 0.4334, -0.8660, -0.5771, -0.6363, 0.1406, 0.1457, 0.4575, 0.4430, 0.4969, 0.5582

The following is a DFT calculation (the ωB97M-V functional and the def2-TZVPD basis) of a molecular structure, C22H40GeN5O2PS2SeTi.

```
75
Properties=species:S:1:pos:R:3
Ti 0.507 -0.665 -0.090
Se 2.697 -0.613 3.280
N 4.314 -0.385 2.676
C 4.269 -0.222 1.363
C 5.346 -0.011 0.452
C 5.028 0.109 -0.869
C 3.682 0.012 -1.319
N 2.662 -0.168 -0.510
C 2.956 -0.272 0.814
N 1.952 -0.460 1.655
H 6.365 0.046 0.812
H 5.799 0.271 -1.610
H 3.465 0.074 -2.379
N 0.389 3.627 -0.317
C 0.167 3.530 1.035
C 0.137 2.202 1.309
N 0.335 1.494 0.132
C 0.487 2.399 -0.830
H 0.475 4.488 -0.840
H 0.060 4.393 1.669
H -0.014 1.716 2.257
H 0.665 2.198 -1.874
C -4.683 2.040 -3.228
C -5.238 1.401 -1.959
C -4.419 1.695 -0.701
C -2.885 1.429 -0.798
Ge -2.839 -0.435 -0.332
C -3.778 -1.775 -1.331
C -5.063 -2.130 -0.553
C -5.849 -3.237 -1.265
C -6.343 -2.844 -2.652
H -5.400 1.946 -4.041
H -3.757 1.567 -3.565
H -4.490 3.105 -3.083
H -5.366 0.326 -2.108
H -6.242 1.785 -1.773
H -4.860 1.186 0.171
H -4.509 2.756 -0.455
H -2.356 1.997 -0.036
H -2.493 1.674 -1.782
H -2.719 -0.650 1.184
H -3.152 -2.660 -1.449
H -3.980 -1.358 -2.317
H -5.706 -1.250 -0.448
H -4.807 -2.459 0.457
H -6.698 -3.496 -0.631
H -5.224 -4.133 -1.320
H -6.925 -1.920 -2.614
H -6.990 -3.618 -3.060
H -5.526 -2.702 -3.363
C -1.208 -4.815 -3.716
C -1.799 -5.188 -2.380
C -1.417 -6.550 -1.862
O -1.424 -4.140 -1.338
P -0.063 -3.496 -1.025
S -0.169 -2.731 0.864
S 0.246 -1.788 -2.141
O 1.006 -4.571 -1.211
C 2.485 -4.811 -1.146
C 2.789 -5.788 -2.251
C 3.243 -3.512 -1.237
H -1.587 -5.511 -4.465
H -0.120 -4.904 -3.710
H -1.497 -3.810 -4.022
H -2.880 -5.065 -2.382
H -0.340 -6.704 -1.895
H -1.886 -7.300 -2.499
H -1.780 -6.702 -0.847
H 2.608 -5.268 -0.166
H 2.584 -5.349 -3.229
H 2.220 -6.708 -2.135
H 3.848 -6.045 -2.211
H 3.053 -3.012 -2.187
H 4.309 -3.730 -1.174
H 2.984 -2.854 -0.405
```

Computed properties:
Multiplicity: 2
<S²>: 0.76
Energy above the lowest of the compared OMol25 structures with the same formula, charge and spin, kcal/mol: 29.37
Net charge: +3
HOMO (spin up / spin down), Ha: -0.64848 / -0.65883
Total energy, eV: -210923.506
Lowest unoccupied orbital energy (spin up / spin down), Ha: -0.370 / -0.379

Partial atomic charges computed with the Mulliken method, in multiples of e: 0.1930, 0.4137, -0.6841, 0.4647, -0.5065, -0.7534, -0.4925, 0.3874, 0.9163, -0.2404, 0.5399, 0.4851, 0.5156, -0.0272, -0.5218, -0.7071, 0.7357, -0.7807, 0.2504, 0.4524, 0.4589, 0.5035, -1.3835, 0.2448, -1.1078, -0.1995, -0.0655, 0.3805, -0.7881, -0.5725, -1.1365, 0.4251, 0.3130, 0.3297, -0.2913, 0.4408, 0.5007, 0.4517, 0.1869, 0.4738, 0.2327, -0.3037, 0.4185, 0.3491, 0.5336, 0.3950, 0.2101, 0.2758, 0.4104, 0.2673, -1.1760, 0.5526, -1.2102, -0.3184, 1.0145, -0.4197, -0.4339, -0.0929, 0.6060, -1.4336, -1.1449, 0.4716, 0.2077, 0.3165, 0.2411, 0.1325, 0.4629, 0.3788, 0.1623, 0.3378, 0.3635, 0.4553, 0.3310, 0.5450, 0.0565

The following is a DFT calculation (the ωB97M-V functional and the def2-TZVPD basis) of 3 unconnected molecules or ions with the total composition C30H51BI5O12.

```
99
Properties=species:S:1:pos:R:3
C -2.158 3.055 -0.496
C -1.867 2.428 -1.660
C -2.923 1.861 -2.520
O -4.094 1.971 -2.227
O -2.571 1.215 -3.684
C -1.795 2.020 -4.590
C -0.758 1.190 -5.359
C -0.017 0.106 -4.565
C 0.442 0.575 -3.179
C 1.753 -0.053 -2.706
C 1.576 -1.486 -2.172
C 2.220 -1.760 -0.797
O 2.024 -3.170 -0.582
C 3.011 -4.067 -1.043
C 3.873 -4.633 0.098
O 3.504 -1.288 -0.916
B 3.872 -0.288 0.153
C 5.006 -1.063 1.085
C 6.323 -1.343 0.441
O 7.372 -0.982 0.883
I 6.480 -2.428 -1.440
C 4.385 1.210 -0.412
I 2.826 2.734 -0.179
C 5.664 1.751 0.259
C 6.298 2.862 -0.589
I 5.257 2.636 2.184
O 2.534 -0.069 0.774
C 1.585 -1.044 0.493
C 0.218 -0.494 0.103
C 1.506 -1.974 1.742
I -0.299 -3.194 1.812
C 1.638 -1.324 3.135
C 3.069 -1.106 3.625
I 0.559 0.506 3.452
H -2.847 2.626 0.223
H -1.641 3.979 -0.264
H -0.823 2.378 -1.943
H -2.497 2.421 -5.327
H -1.322 2.866 -4.096
H -0.039 1.898 -5.781
H -1.266 0.731 -6.210
H 0.832 -0.246 -5.155
H -0.698 -0.744 -4.474
H 0.596 1.657 -3.248
H -0.370 0.355 -2.489
H 2.392 -0.100 -3.592
H 2.262 0.588 -1.994
H 2.102 -2.161 -2.853
H 0.532 -1.798 -2.229
H 3.615 -3.664 -1.857
H 2.463 -4.916 -1.462
H 4.935 -4.635 -0.133
H 3.667 -4.112 1.032
H 3.593 -5.673 0.280
H 4.572 -1.986 1.464
H 5.265 -0.455 1.955
H 4.512 1.211 -1.495
H 6.420 0.985 0.370
H 6.735 2.426 -1.488
H 5.588 3.658 -0.801
H 7.113 3.316 -0.021
H -0.359 -1.223 -0.459
H -0.391 -0.211 0.959
H 0.360 0.415 -0.480
H 2.288 -2.724 1.666
H 1.198 -2.025 3.839
H 3.482 -0.176 3.246
H 3.104 -1.156 4.712
H 3.683 -1.930 3.261
C -4.820 -0.409 -5.173
C -5.370 -0.335 -3.766
O -6.775 -0.669 -3.721
C -7.067 -1.955 -3.829
O -6.291 -2.869 -3.934
O -8.402 -2.083 -3.795
C -8.861 -3.422 -3.972
H -5.405 0.219 -5.849
H -3.790 -0.068 -5.181
H -4.849 -1.423 -5.573
H -5.285 0.682 -3.407
H -4.815 -0.971 -3.076
H -8.391 -4.094 -3.257
H -8.660 -3.761 -4.987
H -9.934 -3.401 -3.802
C -2.593 0.447 6.814
C -1.491 1.476 6.700
O -1.995 2.821 6.829
C -2.298 3.207 8.059
O -2.168 2.566 9.070
O -2.774 4.456 7.997
C -3.208 4.979 9.250
H -3.381 0.653 6.088
H -2.193 -0.549 6.625
H -3.042 0.458 7.806
H -1.042 1.427 5.711
H -0.702 1.305 7.431
H -2.422 4.906 9.998
H -4.097 4.452 9.594
H -3.450 6.024 9.077
```

Computed properties:
Multiplicity: 1
Net charge: -1
HOMO, Ha: -0.21446
Total energy, eV: -97689.710
Lowest unoccupied orbital energy, Ha: 0.057

Partial atomic charges computed with the Mulliken method, in multiples of e: -0.8877, -0.0455, 0.6878, -0.6414, 0.0158, -0.7417, -0.9522, -0.6636, -0.6147, 0.7904, -1.6093, -0.1081, -0.3160, -0.1180, -0.8727, -0.3948, 1.4949, 0.0049, -0.5136, -0.5003, -0.0968, -1.4106, -0.0013, -0.2112, -1.4027, 0.0663, -0.4223, 1.9509, -1.6015, -0.8473, 0.0211, -0.3263, -1.0413, 0.0575, 0.2961, 0.2513, 0.1468, 0.2802, 0.6785, 0.3732, 0.4498, 0.3631, 0.2494, 0.7081, 0.0311, 0.7472, -1.5127, 0.3597, 0.6810, 0.1460, 0.5076, 0.2404, 0.1642, 0.2691, 0.2661, 0.2419, 0.6892, 0.3289, 0.3614, 0.3164, 0.4636, 0.3661, 0.4246, -0.1483, -0.1203, 0.8740, 0.1836, 0.4424, 0.2853, -0.6753, -0.0417, -0.3705, 0.7315, -0.5559, -0.3547, -0.6425, 0.2791, -0.1027, 0.3718, 0.2515, 0.2921, 0.2957, 0.2867, 0.2211, -1.1342, 0.1554, -0.3388, 0.7538, -0.5600, -0.3457, -0.6438, 0.3138, 0.3322, 0.3500, -0.1509, 0.3250, 0.2939, 0.2878, 0.2218

What is the formula in the second record? C16H25NO4